A cluster of 8 separate species, C35H51BFN8O5P in total at a distorted geometry. Source: OMol25; level of theory: ωB97M-V/def2-TZVPD.

Cartesian coordinates (Å):
C -0.65408 -0.47403 2.85659
H -8.09906 0.28283 -4.73729
F 0.82893 1.13705 1.58103
H -5.74626 -0.54110 5.81116
H 5.34414 3.36128 -3.62397
H -1.30205 2.22683 0.69816
C -0.32607 -3.40267 -2.34736
H -3.33664 3.34885 6.66445
H -1.13695 -3.42119 -3.06392
C 5.39117 -3.90154 -0.01612
O -2.02224 2.95832 3.09647
H 3.66565 -2.92235 0.73909
H 4.20868 -3.83406 3.01570
H -4.91769 -1.00157 1.91666
H 1.98322 -4.54812 -0.26170
N 7.05387 4.40217 -4.37264
P -3.28205 1.82618 2.65606
H 6.08580 1.46664 -5.43352
C 5.97195 -4.75670 1.98190
C 6.57535 2.41244 -5.24041
C 0.28022 -2.27199 -1.84720
C 7.92227 -8.03452 -2.98940
C -9.06730 0.87564 -2.94351
H -3.08558 -2.08245 4.85529
H 9.59936 -8.06329 -1.50090
C -1.56826 1.06935 0.74683
H -6.48287 6.34157 2.97260
H -7.33982 3.56046 -0.07595
C 7.73280 2.91646 -5.88035
H 7.69191 -9.07859 -3.15770
C 3.54557 1.83546 -2.61758
H 6.47919 -6.93636 -4.30312
C 8.89552 -7.55150 -2.14358
C 1.27938 -4.03633 -0.90438
H -2.23319 4.97547 3.98502
C -4.20100 -1.77671 4.65537
C 0.30613 -4.51935 -1.75020
H -1.56909 -1.20386 2.77746
H -4.72861 -2.66808 4.07094
H 0.29012 -1.01946 3.28803
N 8.87587 -6.18274 -2.21311
C -2.45232 3.82565 4.21607
H 1.36311 3.70148 -0.99424
H 4.23079 1.46685 -3.36912
H 2.12999 1.42299 0.28428
H -3.60149 3.71685 4.45163
N 1.25972 -2.66757 -0.97391
B -4.34051 -0.38931 3.72874
C -8.34272 5.51975 0.35355
H -0.93971 0.39036 3.62682
H -6.43264 1.74098 -1.15734
C 4.81488 -4.02740 2.14076
H -8.55957 7.39368 1.56007
C -0.32535 0.22048 1.40775
C 2.76832 2.97145 -2.57748
H 7.00770 5.23496 -3.79996
H 8.78990 4.86307 -5.53026
C 2.06323 2.95683 -1.35034
C 8.00372 4.14820 -5.32753
H 0.10004 -1.22266 -2.03865
C 6.33705 -4.67674 0.61679
C -1.65058 3.52315 5.63746
O -3.50223 0.77980 4.05780
H 7.19646 -5.13610 0.14590
C -8.55508 1.35877 -1.76024
H -9.13281 1.64313 -0.89027
O -5.36293 -0.44424 2.64808
H -4.26305 -1.04891 6.86042
N -6.64554 4.74479 1.56188
C -7.14750 1.40984 -1.89940
H 9.48778 -5.56186 -1.69961
N 4.47173 -3.50632 0.92034
H -1.62368 0.72611 -0.39617
H -0.48018 3.52334 5.63721
C 2.43100 1.81217 -0.67921
C -7.45941 4.47274 0.49309
C 6.17551 3.35145 -4.31612
H -9.11207 5.60158 -0.40334
N 3.32960 1.13331 -1.46048
H 1.87164 -2.04669 -0.46040
H -0.00240 -0.65678 0.67590
N -2.30162 3.29395 6.85519
H 7.71618 -4.73783 -3.27785
H 0.07576 -5.56342 -1.91850
C 7.29008 -6.91784 -3.58657
C -5.03346 -1.46371 6.05954
C -6.84348 0.95560 -3.16330
H 2.71582 3.72944 -3.34822
N -8.01850 0.63795 -3.79335
H -10.08571 0.68241 -3.25315
H 8.30611 2.43367 -6.66110
C 7.89637 -5.78716 -3.08640
H 3.76573 0.25257 -1.22024
H 6.49623 -5.28951 2.76467
C -8.05473 6.45402 1.37700
H 5.29479 -3.59685 -1.04960
H -5.89425 0.83304 -3.66745
H -5.66237 -2.37570 6.44067
H -5.89760 4.15000 1.89421
C -7.00476 5.94832 2.11051
O -4.67758 2.54099 2.31800
O -2.89167 0.78247 1.32058

The structure (SMILES) is [H]/N=C\CO[P@@](=O)(OC[C@H](C)F)OB(O)CC.c1cc[nH]c1.c1cc[nH]c1.c1cc[nH]c1.c1cc[nH]c1.c1cc[nH]c1.c1cc[nH]c1.c1cc[nH]c1. The value obtained for the orbital gap is 7.3 eV. For the HOMO energy, the calculation gives -7.649 eV. As for the LUMO energy: -0.37 eV.

A structure of composition C35H51BiBrCl4N6O7SSeSi at a distorted geometry. Source: OMol25; level of theory: ωB97M-V/def2-TZVPD.

Cartesian coordinates (Å):
C -3.02989 -5.07565 -1.24178
C 2.90451 -2.97022 2.48552
O -1.06237 1.54269 -2.52270
H -4.64550 -0.10431 1.40330
H 1.93476 2.83535 -2.47829
H 2.17046 0.41257 -0.88584
H -5.40472 -3.27046 2.59766
H -5.84114 -1.65679 2.46437
H -3.23181 -1.48474 -3.03885
C 0.82253 2.70482 4.26950
H 4.19882 1.72675 -2.50459
Se -2.78756 -2.18122 0.51476
C 4.68896 -3.36084 4.58125
C 4.29706 -3.61745 -2.25124
C 1.69570 1.65242 4.03715
H -2.79582 3.13381 1.02535
Cl 0.72078 -1.52668 -4.08272
C -2.05468 1.77334 2.46988
C 1.24752 4.01392 4.09073
H 3.40866 -6.85878 -2.46943
C 2.06880 -3.91991 -1.44608
Cl -1.50834 -0.09719 -5.26547
C 3.46922 -4.02625 4.57481
H 4.13163 -1.65226 0.42788
N -5.39372 -2.36076 3.03101
O -0.24186 -4.01632 -0.93578
H -3.63950 -3.04500 -3.78147
C 3.89634 0.76232 3.23518
H 3.21110 -4.69221 5.38897
H 1.30483 -5.90208 -1.52334
C 4.41466 -4.97075 -2.52348
H -4.67446 2.75690 2.43941
H 3.78344 -0.10000 3.89135
H 0.55681 4.83087 4.25894
H 5.46479 -0.98515 1.40301
Br 5.77665 -2.47464 -2.61096
S 3.41549 0.23305 1.55241
H -3.41274 -3.82037 3.43764
Si -3.50741 -3.27259 -1.34895
O -0.94720 1.25238 2.16201
H 4.41955 3.41423 3.06956
N 2.93190 0.38196 -1.56152
H 0.31676 2.13326 0.66567
N -3.96396 -0.72497 3.81085
H 2.49128 0.18061 -2.45444
C 4.11872 -2.28922 2.49209
H -2.03481 -5.21563 -1.66535
C -5.08584 0.68310 2.02430
O -2.42311 2.07520 3.61830
H 5.33370 -5.36609 -2.93408
C 3.41165 3.21745 3.42043
H -5.88489 0.02352 3.94753
O -0.92711 -0.62997 -1.93729
O 2.00519 -0.22108 1.69692
H -4.57172 1.20226 4.05847
H -0.20694 2.50242 4.53222
C -3.00995 2.08735 1.27665
C -4.92748 0.33185 3.51960
H -2.37053 -2.63480 4.02140
H 2.87696 5.29032 3.51084
C -0.15654 0.00692 -4.10529
C 5.00567 -2.49142 3.54887
H 3.05944 -2.01507 -1.51290
H -5.69115 -2.11842 -0.99554
C 2.58113 -3.82725 3.52736
H -6.15726 0.70214 1.80363
C -4.49793 2.04674 1.62993
Bi -0.58733 -0.71476 0.59232
H 1.34513 0.63095 4.12245
C -4.20295 -1.99548 3.56410
H 4.94177 1.07300 3.17606
Cl 0.94701 1.29015 -4.64892
C -0.77468 0.35648 -2.68579
H 5.39035 -3.51461 5.39217
C 1.82190 3.10731 -0.35166
C 2.54515 4.27114 3.66816
H -2.97150 -5.38436 -0.19673
H 1.61851 -4.32202 3.52384
C 2.16283 -5.27548 -1.72838
N 0.79752 2.07254 -0.22857
H 4.21948 1.79762 -0.74710
C -5.38780 -3.15309 -1.17040
H 3.23821 3.81361 -1.79532
C 0.79033 -3.36785 -0.83254
C -3.04816 -2.55825 -2.99946
H 0.11893 2.15572 -0.98077
H 5.95547 -1.96655 3.55527
O 0.95930 -2.24130 -0.23687
C 2.62805 2.91801 -1.63419
H -5.74487 -3.76079 -0.33364
H -2.19312 1.73283 -0.60276
N -3.33968 -2.94881 3.93876
H -1.98968 -2.72147 -3.20433
H -5.04245 2.41812 0.75551
C 4.41841 -1.29690 1.41802
H -3.01001 -0.45337 4.03403
H 2.48770 3.03106 0.51418
N -2.69960 1.23695 0.12186
C 2.99688 1.90101 3.61135
H -5.88068 -3.50805 -2.08015
H -3.53033 0.86536 -0.32373
C 3.56141 1.70310 -1.61657
C 3.14372 -3.07582 -1.71524
H -3.74637 -5.71284 -1.76797
C 3.33297 -5.79912 -2.25873
H 2.20373 -2.79956 1.67820
Cl -0.39514 -1.75761 3.00118
H 1.40111 4.12255 -0.34451

For the energy relative to the best compared isomer or geometry (same formula, charge and spin), the calculation gives 29.1 kcal/mol. The value obtained for the orbital gap is 7.4 eV. Its net charge is -1. For the HOMO energy, the calculation gives -5.507 eV. As for the LUMO energy: 1.87 eV.

> Which of these has the highest orbital gap?

C35H51BiBrCl4N6O7SSeSi

> Number 1 is which compound?

C35H51BFN8O5P

> The lowest orbital gap belongs to which entry?

C35H51BFN8O5P